Formula: C25H25F2Sn
Source: OMol25
Level of theory: ωB97M-V with the def2-TZVPD basis set

Last column: Mulliken charge in e.
Positions of all 53 atoms, in Å:
1 F -3.062113 5.384007 -0.296042  -0.352
2 C -2.907584 4.032805 -0.067038  0.239
3 C -4.008826 3.288233 0.325076  -0.821
4 C -3.774739 1.965233 0.725859  -0.604
5 C -2.479347 1.443452 0.674456  -0.630
6 C -1.395302 2.172610 0.169049  0.223
7 C -0.059997 1.395853 0.063706  1.545
8 C 1.264380 2.191264 0.234413  -0.015
9 C 2.402295 1.462374 0.624774  -0.440
10 C 3.681157 2.022628 0.644173  -0.717
11 C 3.860804 3.369014 0.301777  -0.675
12 C 2.717349 4.115164 0.065098  0.133
13 F 2.832475 5.473219 -0.132849  -0.348
14 C 1.429211 3.574007 0.081758  -0.669
15 C -1.622911 3.503094 -0.203373  -0.522
16 H -5.004844 3.729459 0.332711  0.430
17 H -4.602685 1.341962 1.071837  0.408
18 H -2.315324 0.416230 1.012273  0.467
19 H -0.076873 0.760401 0.957864  -0.068
20 H 2.297449 0.410363 0.903344  0.449
21 H 4.536564 1.406454 0.924211  0.396
22 H 4.843651 3.829244 0.259540  0.414
23 H 0.593484 4.254372 0.030738  0.436
24 H -0.834089 4.148502 -0.571662  0.526
25 C 0.571016 -5.063436 0.614061  -1.385
26 Sn 1.375172 -3.081608 0.739530  0.608
27 C 0.288557 -1.890699 2.141157  -1.202
28 C 3.513693 -3.092541 0.948568  -1.262
29 C 0.910883 -1.736752 -1.404881  -0.964
30 C -0.557679 -1.842394 -1.495959  0.150
31 C -1.133730 -0.578390 -1.343648  -0.321
32 C -2.511071 -0.445865 -1.537355  0.063
33 C -3.318154 -1.592067 -1.608248  -0.709
34 C -2.721759 -2.868529 -1.599282  -0.894
35 C -1.333586 -2.994375 -1.594475  -0.289
36 C -0.020832 0.484957 -1.141829  0.478
37 C 1.192285 -0.390182 -1.221848  -1.515
38 H 1.177978 -5.662602 -0.071564  0.278
39 H 0.616766 -5.494329 1.621633  0.398
40 H -0.465645 -5.022746 0.269211  0.345
41 H 0.750938 -0.904350 2.231900  0.245
42 H -0.746503 -1.801145 1.793448  0.209
43 H 0.318464 -2.415328 3.103795  0.457
44 H 3.895172 -2.070463 0.829335  0.256
45 H 3.737848 -3.474434 1.954929  0.351
46 H 3.947839 -3.757643 0.188805  0.312
47 H 1.596663 -2.510733 -1.768740  0.746
48 H -2.951029 0.552631 -1.635999  0.572
49 H -4.402733 -1.487458 -1.664063  0.379
50 H -3.352710 -3.756573 -1.600040  0.373
51 H -0.830937 -3.957617 -1.665722  0.703
52 H -0.062162 1.167326 -2.015297  0.163
53 H 2.201082 -0.002590 -1.199092  0.650

Cartesian forces (eV/Å) of the 3 atoms listed first:
F -0.05 -0.79 -0.12
C 0.23 0.20 0.01
C 0.18 -0.07 0.10

Results
Frontier orbital gap, eV: 3.845
Charge: -1
LUMO level, eV: 2.891

=====

Formula: C25H25F6N3ORhS
Source: OMol25
Level of theory: ωB97M-V with the def2-TZVPD basis set

Last column: Mulliken charge in e.
Positions of all 62 atoms, in Å:
1 Rh -1.168935 -0.307810 0.985758  -0.091
2 C 3.522074 -1.776777 -4.045066  -1.699
3 C 2.876505 -0.517640 -3.448907  1.907
4 C 3.648358 0.725440 -3.914435  -1.619
5 C 1.440288 -0.419748 -3.963665  -1.971
6 C 2.933276 -0.597241 -1.926340  -0.009
7 C 4.186290 -0.707492 -1.286406  -0.529
8 C 4.320634 -0.805888 0.080609  -1.404
9 C 3.162744 -0.779615 0.854583  0.787
10 S 2.974965 -0.909584 2.580131  -0.318
11 C 1.276800 -0.762762 2.393155  0.849
12 N 0.869476 -0.598859 1.152139  0.281
13 C 1.917003 -0.638748 0.244896  -1.321
14 C 1.794175 -0.565742 -1.143721  0.714
15 C 0.243975 -0.894847 3.398812  0.284
16 C 0.456037 -1.086325 4.761109  -0.763
17 C -0.636931 -1.250786 5.594783  -0.799
18 C -1.922337 -1.232144 5.065177  -0.755
19 C -2.142020 -1.018483 3.705410  -0.189
20 C -1.054828 -0.843149 2.872692  0.485
21 H 3.477123 -1.735849 -5.134323  0.457
22 H 2.999148 -2.676594 -3.717120  0.386
23 H 4.569669 -1.870681 -3.759218  0.338
24 H 3.598704 0.807672 -5.001117  0.468
25 H 4.700333 0.679576 -3.632473  0.342
26 H 3.221854 1.634626 -3.485624  0.317
27 H 1.452049 -0.350227 -5.051431  0.498
28 H 0.930190 0.469320 -3.585009  0.309
29 H 0.851739 -1.299839 -3.696632  0.386
30 H 5.083543 -0.723987 -1.890128  0.468
31 H 5.296605 -0.907272 0.535238  0.408
32 H 0.808260 -0.500639 -1.584331  0.663
33 H 1.460829 -1.104010 5.165854  0.442
34 H -0.489636 -1.400282 6.655196  0.423
35 H -2.771315 -1.377757 5.720464  0.450
36 H -3.145411 -0.994983 3.300364  0.526
37 C -5.137716 -0.301000 -0.382453  -1.824
38 C -3.625471 -0.460941 -0.298885  0.834
39 O -3.149681 -0.256472 0.977069  -0.617
40 C -3.215804 -1.917438 -0.662148  0.840
41 F -1.891840 -2.135844 -0.291593  -0.251
42 F -3.924840 -2.794479 0.031110  -0.272
43 F -3.298996 -2.223103 -1.952264  -0.260
44 C -2.969504 0.538016 -1.280940  0.547
45 F -3.373871 0.443007 -2.535645  -0.267
46 F -3.155081 1.793081 -0.872561  -0.303
47 F -1.590348 0.359037 -1.299581  -0.056
48 H -5.605887 -1.022437 0.281704  0.427
49 H -5.504068 -0.451174 -1.397244  0.411
50 H -5.397051 0.700995 -0.046231  0.433
51 C 0.518638 2.574568 -0.153550  -0.708
52 C -0.479437 2.594505 0.943012  0.369
53 N -1.044331 1.573145 1.585054  0.771
54 C -1.914269 2.097956 2.527864  -0.687
55 C -1.846840 3.444913 2.473168  -0.798
56 N -0.944629 3.733480 1.477590  -0.070
57 H 0.721487 1.561964 -0.473724  -0.153
58 H 1.457009 3.020932 0.178852  0.413
59 H 0.152951 3.137752 -1.013150  0.408
60 H -2.494025 1.465812 3.172949  0.460
61 H -2.360095 4.207800 3.028827  0.426
62 H -0.667513 4.655038 1.182325  0.210

Cartesian forces (eV/Å) of the 3 atoms listed first:
Rh 0.19 -0.38 0.11
C -0.02 0.00 -0.01
C 0.00 0.00 0.00

Results
Frontier orbital gap, eV: 7.963
Charge: +1
LUMO level, eV: -3.323
Energy above the lowest of the compared OMol25 structures with the same formula, charge and spin, eV: 0.000

=====

The records above yield HOMO level values of -1.0 -11.3 eV, respectively.